[1]
A structure of composition C37H57HfN3OSi3, computed with ωB97M-V with the def2-TZVPD basis set.

Atoms and positions in Å:
C -0.0561 3.9474 -2.6883
C 0.8643 1.0139 -2.4982
Hf 0.2437 0.1174 -0.4783
H -0.1759 -0.6198 -5.4375
C 3.0306 0.5399 3.6260
C 0.3495 2.4435 -5.2570
N 2.2380 1.1610 -0.5986
H 2.9420 2.7566 -3.4619
H -1.1998 -4.1705 0.7843
C 3.0527 2.4241 -2.4388
C -1.4767 -3.4313 4.5498
C -1.8650 -5.4969 -1.6353
C -0.1169 -1.5015 3.9956
H 0.7155 -2.0689 1.1287
H 2.1450 -2.7432 -2.7772
Si 1.3372 -0.5202 -3.4815
H 2.2382 -1.1936 1.2350
N -1.0894 1.3150 0.8362
C -2.7411 -2.8965 -0.0597
H -0.9685 -2.6577 -2.8772
C -1.9772 1.6248 -3.4656
H -3.3237 -4.2084 -2.5957
H -2.1842 0.8934 -2.6782
H 3.3567 -0.4258 3.2514
H 0.6701 4.5508 -3.2374
C -0.1757 -2.3536 6.2603
C -1.0582 -3.3493 5.8725
H 1.9194 3.9371 5.0667
H -1.9011 -0.1439 2.1018
H 1.3721 2.8204 -5.3316
Si -0.1909 2.2430 -3.4786
H -1.4948 4.1453 -0.0820
C 1.8601 -1.8457 -2.2198
C -2.4592 1.5797 0.3043
H -2.1655 -4.2109 4.2495
H -0.5593 4.6741 1.2972
N -1.6075 -3.0714 -2.2080
C 0.2916 -1.4352 5.3284
C -1.0065 -2.5143 3.6253
H -2.9570 0.6197 0.1636
C 2.0986 1.5747 -1.8785
H -2.3378 2.0348 -0.6827
C -0.3015 2.6012 0.8509
C 3.5604 2.5898 4.7613
O -1.2070 -1.2705 -0.9515
H 0.9824 -0.6627 5.6462
H 0.2769 2.4831 3.9835
C 4.2667 2.3544 -0.3598
H -2.6776 2.4538 -3.3412
H 0.2690 3.9475 -1.6468
H -2.2243 1.1464 -4.4155
C 2.8005 -0.2755 -4.6033
C -1.8173 -2.3914 -1.1192
C 3.2956 1.5265 0.1468
H -3.7365 -3.0269 -0.4962
H -1.0953 -0.9922 -4.0010
C 1.1570 -1.0606 1.1655
C -0.1274 -1.1442 -4.4819
C -1.1305 0.6305 2.1721
H -2.1270 -6.4259 -2.1434
H -2.8127 -2.1173 0.6978
H -3.7276 1.9183 2.0234
H 3.3279 1.1515 1.1620
C -2.2701 -4.2261 0.5624
H -0.2968 3.1833 -5.7377
C 1.6921 0.9269 3.4919
H 0.2855 1.5294 -5.8478
H -2.2958 -6.3456 0.2826
C -2.3947 3.6254 1.8043
H -2.7800 -4.3251 1.5211
H -1.4206 -4.0643 6.5991
H 0.1513 -2.2916 7.2896
H 4.2803 3.2309 5.2527
C -2.5728 -5.4571 -0.2854
H -2.9735 4.5434 1.8871
H 1.1389 -2.1999 -1.4714
C -2.2416 -4.3539 -2.5668
C -1.1745 3.8565 0.9214
H 4.9847 1.0363 4.3567
C 2.2353 2.9878 4.6545
Si 0.4786 -0.2708 2.7375
H 3.0144 -1.2047 -5.1376
H 0.3989 2.5526 1.6848
H -0.0021 -2.2027 -4.7349
H 2.6186 0.4993 -5.3494
H -2.0708 3.3809 2.8185
C 4.1339 2.8132 -1.6720
H 0.2971 2.6538 -0.0722
H 3.6988 -0.0044 -4.0452
H -4.0830 2.9114 0.6317
H -3.6539 -5.5208 -0.4455
H 2.7567 -1.5302 -1.6787
C 1.3125 2.1594 4.0309
H -1.9171 -4.5632 -3.5835
H -1.0089 4.4791 -2.7426
H 4.8844 3.4709 -2.0913
H 5.1079 2.6425 0.2533
H -0.7791 -5.5092 -1.5037
H -1.4787 1.3275 2.9375
H -1.3361 -2.5919 2.5929
C -3.2660 2.4974 1.2239
C 3.9573 1.3600 4.2529

Summary:
LUMO energy: -5.30 eV
net charge: +2

=====

[2]
A cluster of 2 separate species, C3H11NS in total, computed with ωB97M-V with the def2-TZVPD basis set.

Atoms and positions in Å:
H -2.0776 1.4922 -1.2501
N 2.6866 -0.8414 3.0325
H -2.7216 2.6439 -3.8158
H -0.5760 1.1997 -1.9665
C -1.4933 0.6818 -1.6784
H 4.1340 -2.3533 3.2930
C -3.1705 1.6588 -3.6908
H -3.5441 1.5044 -4.7153
H 3.0998 -2.0258 4.7644
H 2.5032 -2.9262 3.4893
H 2.1549 -0.3535 3.7428
H 3.3400 -0.2054 2.5932
H -4.0272 1.5856 -3.0317
S -2.1175 0.2069 -3.3433
C 3.1533 -2.0560 3.6667
H -1.3439 -0.2117 -1.0899

Summary:
LUMO energy: 1.05 eV
SMILES: CSC.CN

=====

[3]
An isolated molecule of CH4N6O, computed with ωB97M-V with the def2-TZVPD basis set.

Atoms and positions in Å:
N 1.8399 -0.5266 0.5034
C 0.0330 0.5240 -0.0600
N 1.4814 0.5332 -0.1015
O -0.2970 -1.2984 -1.0549
N 0.6756 -1.2696 1.0698
H 0.8091 -2.2265 0.8618
N -0.3629 -0.7761 0.2632
N -0.6030 1.6021 -0.2345
H -2.5552 2.4357 -0.2078
H -1.1668 -1.8173 -1.2732
H -2.4236 0.7849 0.2941
N -1.9574 1.5891 -0.1969

Summary:
LUMO energy: 0.14 eV
SMILES: N/N=c1/nn[nH]n1O

=====

[4]
A structure of composition C16H22ClIrN2O4Se, computed with ωB97M-V with the def2-TZVPD basis set.

Atoms and positions in Å:
H 2.8389 -3.5481 -1.2677
H 2.4645 3.3737 3.0518
H 0.6271 3.8054 -2.2820
C -5.7606 -0.7242 0.2946
O 0.3326 -4.1480 -0.5564
H 2.9897 6.3180 1.7416
C 1.5237 -4.5070 0.1624
H 2.3818 3.6997 -2.5790
C 2.5907 -3.5157 -0.2046
C 0.2256 -4.6918 -1.8944
C 1.6978 4.0994 2.7909
C 2.9026 -1.1142 -0.2063
H 2.9211 6.4400 -1.0182
H 2.4310 -0.2121 0.1763
Se 0.4509 2.3425 0.2560
H 1.2660 -4.4218 1.2191
C 1.5770 4.3217 -2.1940
H -3.6094 -3.9975 1.1952
Ir -0.1521 -2.0071 -0.0391
H 3.8417 -1.2885 0.3153
H 1.8153 -5.5359 -0.0460
H -0.7819 -4.4775 -2.2395
Cl -7.4295 -0.7453 0.3710
H -5.6461 1.3613 -0.2561
C -3.7180 0.4633 -0.1402
N 1.8835 4.5309 1.4002
C 1.4284 3.8730 0.2886
C -5.0733 0.4653 -0.0568
C -5.0334 -1.9046 0.5891
C -2.9778 -3.1564 0.8828
H 1.5381 5.2584 -2.7421
C -3.6653 -1.9241 0.5063
H 1.7835 4.9739 3.4287
N 1.8278 4.6281 -0.7811
O -1.7650 -3.3143 0.8871
H 0.9577 -4.2395 -2.5632
H 3.4980 -3.6396 0.3862
O -1.6870 -0.6579 -0.0025
H -3.1714 1.3551 -0.4149
C -2.9564 -0.7276 0.1159
C 2.5111 5.7023 -0.3483
H -5.5817 -2.7905 0.8885
H 0.3716 -5.7690 -1.8419
O 2.0054 -2.2143 0.0764
H 0.7115 3.6610 2.9001
H 3.0683 -1.0409 -1.2809
C 2.5461 5.6406 1.0308

Summary:
LUMO energy (alpha / beta): -8.96 / -11.51 eV
⟨S²⟩: 8.80
net charge: +3
spin multiplicity: 6

=====

[5]
A cluster of 5 separate species, CH14N2O4 in total, computed with ωB97M-V with the def2-TZVPD basis set.

Atoms and positions in Å:
H 4.5909 1.6639 0.1531
H -3.5942 0.5890 0.1868
H -1.7895 -0.7762 0.0283
H 1.5376 -0.6804 -1.7945
H -0.4148 -2.0476 -0.8178
H 3.2617 0.9076 0.0461
O -0.8462 2.1573 0.5936
H 1.5185 -0.6445 1.2542
N 1.5605 -0.3021 0.3363
H -1.7240 2.2699 0.5283
H -4.2203 1.2490 1.3681
O -2.6652 -0.7403 0.4756
H 0.7069 -3.1560 -1.0931
O 3.6208 1.7000 -0.1177
H 2.7018 -1.9250 -1.0128
O -4.0186 1.4165 0.4797
H -0.1982 2.8335 0.7825
H 0.7889 0.4497 0.0646
H -3.0814 -1.4525 0.0239
N 0.5500 -2.2524 -0.5853
C 1.7149 -1.2594 -0.8999

Summary:
LUMO energy: 0.41 eV
SMILES: NCN.O.O.O.O

=====

[6]
A cluster of 2 separate species, C4H8NO2 in total, computed with ωB97M-V with the def2-TZVPD basis set.

Atoms and positions in Å:
H 1.8287 -0.9488 1.2690
N 2.3561 0.1234 -0.3666
C -2.8849 0.2121 -0.0656
C 1.5930 -0.9349 0.2827
C -1.6425 -0.6003 0.1554
H 1.4535 -1.7284 -0.2669
H -1.7925 -1.7359 0.1409
H -2.8613 1.3166 -0.2812
O -3.9761 -0.2167 0.0004
H 3.2709 0.4488 0.1643
C -0.5214 0.0460 0.1870
H 1.7118 0.9733 -0.1865
O -0.1379 1.2744 0.2262
H -0.8207 1.8491 0.0532
H 2.4234 -0.0786 -1.3124

Summary:
LUMO energy (alpha / beta): -3.96 / -6.97 eV
⟨S²⟩: 2.01
net charge: +1
spin multiplicity: 3

=====

[7]
A structure of composition C15H24I2N2O3S3TiY, computed with ωB97M-V with the def2-TZVPD basis set.

Atoms and positions in Å:
H 0.1805 2.9007 2.3324
H 3.4649 -2.3424 -0.4329
C 1.8951 2.8898 -2.5379
C 0.5282 2.3562 4.3724
H 4.8026 -2.5704 -1.5789
H -3.8559 2.4341 -1.7163
H -4.1418 0.7301 -3.5881
N 0.0621 2.2199 3.0776
H 3.6324 0.2876 -3.8724
H -5.2357 -0.9379 -0.3456
H -3.7300 -0.5130 0.5150
I -0.9302 -2.9658 -0.4503
O 1.6595 2.3947 0.3622
H -3.7156 1.8715 -0.0488
H -5.2872 1.7795 -0.8668
O 2.6842 3.5990 -2.0667
H -5.5087 -0.1269 -2.8499
C -4.1963 1.6693 -1.0131
C 3.5232 -0.8948 -2.0425
H 3.1405 -3.0372 -2.0345
H 0.2971 0.9231 6.0689
C 4.1446 0.1776 -1.1779
H -2.2930 -0.7536 4.3409
N -0.5642 0.4445 4.1584
C 3.7416 -2.2937 -1.4941
C -0.6013 1.0349 2.9412
C -4.1442 -0.7958 -0.4592
H 4.9223 -0.9263 -3.6886
Y 0.2403 1.2890 -3.1607
C 0.1463 1.2427 5.0488
C -0.5687 3.1827 -1.9946
H -3.6925 -1.7628 -0.7235
H -0.8208 -1.6048 3.8130
H 5.2419 0.0968 -1.2468
C -4.4139 -0.0552 -2.8728
S -1.4556 0.3562 1.6128
H -1.0031 -1.0863 5.5047
S 1.4601 -0.6978 -1.9822
C -1.2114 -0.8304 4.4712
C 0.9485 1.5103 0.0369
S -1.7694 0.2971 -1.8149
H 1.0954 3.2069 4.7067
O -0.9098 4.0925 -1.3595
Ti -0.1375 -0.1449 -0.3598
C -3.8680 0.2706 -1.4966
H 3.2698 -1.4316 -4.1458
H -4.0136 -1.0073 -3.2438
H 3.8494 1.1837 -1.4993
H 3.8563 0.0672 -0.1224
C 3.8497 -0.7342 -3.5216
I -0.8157 -3.6006 -3.1039

Summary:
LUMO energy (alpha / beta): -14.42 / -14.75 eV
⟨S²⟩: 0.77
net charge: +4
spin multiplicity: 2

=====

[8]
A cluster of 2 separate species, C7H14NS in total, computed with ωB97M-V with the def2-TZVPD basis set.

Atoms and positions in Å:
H 2.8129 -1.1053 -1.4834
H -3.9432 1.9941 -1.7367
H 4.8413 -1.9948 1.3433
S -0.8816 0.9869 -1.0982
H -2.5826 -1.3419 -1.0644
H 0.4898 0.6709 0.8463
H -2.9019 3.0696 -0.7736
N 2.1468 -0.7306 0.5926
C 4.4947 -0.9672 1.4291
H 1.1232 -1.6479 -1.0440
H -3.2515 -0.6888 0.4421
H 1.6147 0.0796 -1.3370
H 1.5338 0.3641 2.2039
H -4.1339 -0.5009 -1.1556
C 1.1169 -0.1501 1.4176
C -2.5276 0.8560 -0.9218
H -4.0839 2.0134 0.0773
C 1.9734 -0.8662 -0.8128
H 4.9714 0.0246 1.6945
C -3.3926 2.0215 -0.8428
H 0.3578 -0.8750 1.8883
C 3.3295 -0.7690 0.9911
C -3.1075 -0.4430 -0.6556

Summary:
LUMO energy: -4.28 eV
net charge: +1

=====

[9]
A structure of composition C20H26I2MnN6O2S2, computed with ωB97M-V with the def2-TZVPD basis set.

Atoms and positions in Å:
H 6.4574 1.5333 1.7073
N 2.9013 -1.5248 -3.1462
C 2.4591 3.8477 1.0008
H -4.2341 -1.4196 -2.4428
C 5.5510 0.9785 1.4520
I -0.9459 -1.8285 -0.2157
H 2.0913 -3.3939 -2.6480
C 2.5738 -2.9009 -3.4970
C 2.0860 -1.9157 0.0033
C 0.4698 -1.9900 -4.4338
H -1.9979 0.4315 -2.2673
Mn 0.5065 0.8200 -1.0493
H -4.7143 -0.1215 -3.4838
S -3.9260 -0.1962 0.0053
H 3.6201 -0.5178 1.3176
N -4.4060 -0.4414 -2.5820
H 2.3526 -5.7779 -0.2878
C 1.6542 -2.9017 -4.7064
H 4.4079 -4.3932 -0.1565
H 0.5388 4.6684 1.4658
O 0.9232 2.2132 0.2952
N 3.6502 4.2157 1.3902
C 2.1152 2.4738 0.7068
C 0.9388 -2.7031 -0.1329
N 0.9541 -0.6825 -4.0197
H 0.3622 0.1336 -4.1358
H 0.1431 -4.6825 -0.3046
C 2.2839 -4.7000 -0.2175
O 5.7489 0.2226 0.2539
H 1.3093 -3.9137 -4.9145
C 3.3364 -2.5488 -0.0314
H -4.5498 2.2838 -0.9502
H 5.6492 0.8273 -0.4916
C 2.8997 0.0962 0.7842
C -4.3775 0.3619 -1.5012
H -0.1385 -1.8551 -5.3275
H 5.3898 0.2405 2.2414
N 1.9777 -0.4938 0.1014
H 1.0092 4.8563 -0.2060
C 1.0434 -4.0870 -0.2258
C 1.3907 4.8787 0.8164
C -1.3372 1.2690 -2.0532
H -0.1698 -2.4139 -3.6514
I -1.2793 2.2605 -3.9872
H 5.5969 3.6495 1.8111
H 2.1987 -2.5412 -5.5815
H -1.9180 1.9729 -1.4537
H 4.2397 -1.9529 -0.0009
S 2.5041 1.0669 -2.7610
H -4.7322 2.0322 -2.6408
H 3.7203 -1.3286 -2.5975
C 2.0941 -0.4797 -3.3570
C 4.6162 3.2793 1.5331
C 4.4053 1.9436 1.3379
C 3.4314 -3.9269 -0.1356
H 1.7948 5.8626 1.0415
H 3.5027 -3.4295 -3.7066
C 3.1154 1.5124 0.9270
N -4.7194 1.6486 -1.7097

Summary:
LUMO energy (alpha / beta): -0.20 / -0.23 eV
⟨S²⟩: 8.76
spin multiplicity: 6

=====

[10]
A structure of composition C16H32MoN4O, computed with ωB97M-V with the def2-TZVPD basis set.

Atoms and positions in Å:
H 1.3682 -4.0984 -1.2706
H 0.8777 3.8639 0.2606
H -0.1040 -3.2668 3.1443
H -1.6723 -2.1163 1.8285
C 0.8984 -3.1104 -1.2656
C -0.5975 -3.2697 -1.5755
H -0.3798 5.0403 -3.1119
H -1.7150 4.6857 -2.0134
H -1.7302 -1.5913 -2.0095
H 1.0909 -2.0348 2.7829
C -1.1286 1.6599 1.8881
N 1.7770 0.2035 0.8295
H 3.8316 -0.3763 0.5548
C -1.5322 1.2879 3.2893
H -1.8954 2.1688 3.8199
H -2.0659 1.2274 -1.3632
H 3.2139 -2.6644 -0.3484
H 2.8380 -0.2925 -0.9003
C -0.1637 2.6461 1.6699
H -2.2955 -2.4143 -0.7487
H 1.3872 -2.5014 -2.0216
N -0.7839 -1.6290 1.9270
H -0.9501 -0.9391 2.6564
H 0.3286 3.1036 2.5210
O 0.4993 -0.3264 -1.6664
H -0.6996 -3.4521 -2.6443
H -0.5610 1.3098 -3.2556
H 1.4530 -4.1018 1.3620
C -0.1968 3.1338 -2.1051
C -0.8298 2.3666 -3.2602
C 2.5629 -2.0827 0.3062
H -0.1529 5.2033 -1.3730
H -2.6328 0.4701 0.9123
H -1.9185 2.4584 -3.2451
N -1.4339 -2.0824 -1.1706
C 0.1409 3.0791 0.3920
N 1.1224 -2.4510 0.0596
C -0.5044 2.5606 -0.7381
H -0.1917 -3.9401 0.7768
H -1.0056 -4.1486 -1.0808
H -2.3429 0.5580 3.3051
H -0.4911 2.7891 -4.2048
H -0.6903 0.9094 3.8772
Mo -0.0536 -0.6015 -0.1367
H 1.8484 0.0944 1.8393
C 2.8442 -0.5934 0.1448
H 0.8922 3.1037 -2.2225
C 0.2535 -2.5950 2.3636
H 2.8062 -2.3766 1.3280
C -1.4750 1.5813 -0.5279
C -1.7776 1.1242 0.7693
H 1.9047 1.1995 0.6591
C 0.6673 -3.3776 1.1386
C -0.6347 4.6057 -2.1463

Summary:
LUMO energy: -6.36 eV
net charge: +2

=====

[11]
A structure of composition C23H41BrP2Ru, computed with ωB97M-V with the def2-TZVPD basis set.

Atoms and positions in Å:
H 1.5598 2.8325 -3.1943
H -1.9966 0.5553 1.0667
H -0.9271 -1.5041 -2.0208
H 0.6858 0.8534 4.0811
P 0.2615 0.2073 1.7908
C -1.5294 0.1889 1.9917
C -3.2811 -4.5499 -0.4368
C 0.2819 3.8073 0.9617
C -1.7270 3.2958 -0.6296
H 3.2451 -0.4217 -1.4912
H 4.1182 3.5997 -0.6088
H -2.1916 4.2680 -0.8016
H 0.9131 -0.8982 3.8519
H 3.6163 5.1400 -1.3132
H -1.8770 -0.8294 2.2101
C 3.3374 4.0823 -1.2110
H 0.0922 3.7580 3.1020
C -1.5905 -3.8259 1.3198
H -0.4847 -0.0144 -2.9549
H 3.6090 4.0943 1.6892
H -0.7583 5.0925 2.3391
H -3.0380 -5.6076 -0.2880
H -1.4124 3.4666 2.2102
H 2.2644 4.2280 2.8261
C -2.7968 -4.0996 -1.8527
C 1.6725 4.1188 0.7623
H -1.4057 -6.2109 -0.3883
C -0.6239 -0.4512 -1.9539
H 2.1397 0.2656 3.2764
H 2.7538 5.6288 1.8778
H -1.4009 0.1433 -1.4498
H -4.3816 -4.5080 -0.4411
H -1.8145 0.8796 2.7995
H -3.3126 -3.1590 -2.1057
H 0.3258 -6.2805 -0.2354
C 0.8101 3.4526 -1.2849
C 1.9949 3.9097 -0.5928
H 0.5240 4.2518 -3.2635
H 2.3094 -0.2823 -2.9842
H 3.3811 3.6414 -2.2125
P 0.9126 -0.3013 -1.0312
H 0.4172 -4.5495 1.4243
H 2.3809 -1.8580 -2.1323
H -1.0190 -3.3408 -2.8664
C -0.4840 4.0368 2.2154
C 0.6827 -1.1854 0.5942
Br 3.0674 1.1230 0.7879
H 1.6790 -1.5559 0.8948
C -0.3485 -4.5786 -1.3219
C 2.3336 -0.7682 -1.9966
C -2.7458 -3.6843 0.6642
C -0.2844 3.4175 -0.3180
C 1.0628 0.0870 3.3870
H -0.1949 2.6699 -2.9883
C 0.6696 3.2903 -2.7554
C -1.3213 -3.9152 -1.9836
H -3.4744 -2.9341 1.0311
C 2.6175 4.5388 1.8356
C -0.5248 -5.5830 -0.2320
H -2.2598 2.8247 0.1944
H 0.6830 -4.4893 -1.6979
H -0.8033 -5.7204 1.9157
H -1.4327 -3.1921 2.2068
H -3.1456 -4.8462 -2.5867
C -0.5866 -4.9294 1.1802
Ru 0.7289 1.6245 0.0973
H -1.8815 2.6973 -1.5237
H -0.0745 -1.9967 0.5635

Summary:
LUMO energy (alpha / beta): -1.93 / -4.71 eV
⟨S²⟩: 8.77
net charge: +1
spin multiplicity: 6

=====

[12]
A cluster of 2 separate species, C2HF2N in total, computed with ωB97M-V with the def2-TZVPD basis set.

Atoms and positions in Å:
F -0.2447 1.6382 -0.9250
C -0.1295 0.7963 0.0721
H -0.4519 -0.2209 -0.0828
N 3.8864 0.1580 0.0306
C 2.7538 0.2608 0.1096
F -0.3396 1.3397 1.2462

Summary:
LUMO energy (alpha / beta): -1.87 / -3.33 eV

=====

E for the records above, in order: -70744.4790, -15613.6981, -12084.2911, -108795.3752, -12432.3547, -9848.1221, -97892.7821, -19800.7909, -103392.1940, -26962.6753, -115709.0602, -9009.9653 eV